1.
Density functional theory data (ωB97M-V with the def2-TZVPD basis set) for an isolated molecule of C2H3N3O2 at a distorted geometry.

Each atom is followed by the atoms it is bonded to, with distances in Å.
Element x y z (Å)
1 H -1.155 -1.141 -1.100  N6 1.123
2 C -0.208 0.092 -1.582  N6 1.346, O8 1.228, O9 1.325
3 N 0.891 1.164 0.017  C4 1.309, O9 1.428
4 C 0.184 0.197 0.544  N3 1.309, N6 1.389, N10 1.366
5 H 0.830 0.477 2.427  N10 1.014
6 N -0.510 -0.519 -0.422  H1 1.123, C2 1.346, C4 1.389
7 H -0.016 -0.973 2.176  N10 1.008
8 O -0.763 -0.388 -2.567  C2 1.228
9 O 0.622 1.106 -1.385  C2 1.325, N3 1.428
10 N 0.125 -0.016 1.892  C4 1.366, H5 1.014, H7 1.008

The total charge is 0. The calculation puts the LUMO energy at 0.022 hartree. The SMILES is Nc1noc(=O)[nH]1.

2.
Density functional theory data (ωB97M-V with the def2-TZVPD basis set) for an isolated molecule of C2H3N3O2S at a distorted geometry.

Each atom is followed by the atoms it is bonded to, with distances in Å.
Element x y z (Å)
1 S 2.970 0.925 1.630  N2 1.771, H8 1.496
2 N 2.124 -0.313 0.687  S1 1.771, C6 1.215
3 O 0.095 0.796 -0.085  C6 1.409, C10 1.496
4 O 0.390 -1.396 -0.097  C6 1.365, N7 1.411
5 H -3.072 0.244 -1.292  N11 1.081
6 C 1.044 -0.221 0.139  N2 1.215, O3 1.409, O4 1.365
7 N -0.970 -1.142 -0.373  O4 1.411, H9 1.043, C10 1.376
8 H 1.857 1.892 1.884  S1 1.496
9 H -0.929 -1.804 -1.177  N7 1.043
10 C -1.208 0.205 -0.523  O3 1.496, N7 1.376, N11 1.281
11 N -2.302 0.815 -0.793  H5 1.081, C10 1.281

The total charge is 0. The calculation puts the LUMO energy at 0.014 hartree. The SMILES is [H]/N=c1\[nH]o/c(=N/S)o1.

3.
Density functional theory data (ωB97M-V with the def2-TZVPD basis set) for an isolated molecule of C2H3N3O3 at a distorted geometry.

Each atom is followed by the atoms it is bonded to, with distances in Å.
Element x y z (Å)
1 H 1.314 2.224 0.838  O4 1.137
2 N 0.692 -0.663 -0.427  C7 1.306, N8 1.395, O10 1.476
3 O -2.673 0.098 0.409  C6 1.321
4 O 1.746 1.472 0.104  H1 1.137, C7 1.402
5 H -1.191 -1.769 -0.625  N8 1.059
6 C -1.487 0.103 -0.174  O3 1.321, N8 1.415, N11 1.454
7 C 0.673 0.623 -0.197  N2 1.306, O4 1.402, N11 1.243
8 N -0.625 -1.019 -0.135  N2 1.395, H5 1.059, C6 1.415
9 H 2.054 -2.051 -0.059  O10 0.904
10 O 1.611 -1.435 0.433  N2 1.476, H9 0.904
11 N -0.461 1.132 -0.222  C6 1.454, C7 1.243

The total charge is 0. The calculation puts the LUMO energy at -0.006 hartree. The SMILES is O=c1nc(O)n(O)[nH]1.

Values for electronic energy, a.u., ordered as above
-392.69117, -790.80560, -467.83684
Values for HOMO-LUMO gap, eV, ordered as above
10.10, 9.36, 9.82
Values for energy above the lowest of the compared OMol25 structures with the same formula, charge and spin, kcal/mol, ordered as above
64.2, 83.0, 80.0